1:
Here is a gas-phase ion, C4H9N2 (charge +1) from OMol25. Energies are from wB97M-V/def2-TZVPD.

Its charge is +1. The highest occupied orbital energy is -13.69 eV.

Last column: natural (NBO) charge in e.
Geometry (Å):
N  0.597  -0.125  2.303  -0.1870
N  0.446  0.650  -1.602  -0.6720
C  -0.079  -0.098  0.655  -0.0329
C  1.035  0.065  -0.340  -0.2473
C  -0.119  0.780  1.845  0.0335
C  -1.156  -1.100  0.360  -0.6675
H  1.145  0.757  -2.344  0.4507
H  0.032  1.571  -1.407  0.4453
H  1.816  0.727  0.040  0.2511
H  -0.305  0.029  -1.933  0.4471
H  -1.544  -1.541  1.277  0.2747
H  1.485  -0.895  -0.602  0.2368
H  -0.786  -1.916  -0.261  0.2223
H  -0.576  1.704  2.149  0.2226
H  -1.993  -0.609  -0.139  0.2225

2:
Here is a gas-phase ion, C4H9N2 (charge +1) from OMol25. Energies are from wB97M-V/def2-TZVPD.

Its charge is +1. The highest occupied orbital energy is -15.23 eV.

Last column: natural (NBO) charge in e.
Geometry (Å):
N  0.619  -0.806  2.330  -0.7303
N  0.490  0.724  0.542  -0.5441
C  -0.437  -1.141  -0.053  -0.4381
C  0.010  0.867  -2.049  -0.6315
C  -0.478  0.322  -0.667  0.0334
C  0.338  -0.435  1.109  0.5628
H  -0.840  0.867  -2.697  0.2487
H  -1.412  0.726  -0.348  0.2042
H  0.826  -0.205  3.127  0.4370
H  0.109  -1.626  2.661  0.4271
H  0.319  1.913  -1.938  0.2340
H  -1.430  -1.373  0.346  0.2468
H  0.895  0.366  -2.364  0.2331
H  0.949  1.654  0.615  0.4566
H  0.045  -1.852  -0.614  0.2605

Stability, highest: 2

1:
Here is a molecular structure, C3H4N2 from OMol25. Energies are from wB97M-V/def2-TZVPD.

The highest occupied orbital energy is -9.02 eV.

Last column: natural (NBO) charge in e.
Geometry (Å):
N  -2.060  0.007  0.098  -0.7734
N  2.097  0.128  0.808  -0.7125
C  -0.280  0.120  -0.444  0.1555
C  1.162  0.147  -0.040  0.2864
C  0.605  -0.110  -1.365  -0.2406
H  -1.966  0.566  0.992  0.3518
H  -2.047  -0.900  0.575  0.3504
H  1.875  0.325  1.758  0.3584
H  0.614  -0.283  -2.382  0.2241

2:
Here is 2 unconnected molecules or ions with the total composition C3H4N2 from OMol25. Energies are from wB97M-V/def2-TZVPD.

The highest occupied orbital energy (spin up / spin down) is -8.82 / -9.80 eV.

Last column: natural (NBO) charge in e.
Geometry (Å):
N  -0.177  2.674  0.365  -0.6646
N  -0.764  -2.376  -0.799  -0.6153
C  -0.143  0.040  -0.162  0.0654
C  -0.112  1.432  0.333  0.2902
C  0.903  0.391  0.540  -0.2891
H  -1.019  -3.001  -0.036  0.2975
H  -0.862  3.177  -0.133  0.3784
H  1.945  0.148  0.723  0.2456
H  0.228  -2.485  -0.831  0.2919

Stability, highest: 1

1:
Here is C3H4N2 in the gas phase from OMol25. Energies are from wB97M-V/def2-TZVPD.

The highest occupied orbital energy is -9.19 eV.

Last column: natural (NBO) charge in e.
Geometry (Å):
N  2.133  -0.211  -0.182  -0.6613
N  0.701  -0.400  -0.362  -0.1889
C  -2.694  -0.203  -0.142  -0.2621
C  -1.411  -0.088  -0.159  -0.0442
C  -0.054  0.560  -0.313  -0.0164
H  -3.668  -0.801  0.194  0.2655
H  2.377  0.556  0.517  0.3378
H  0.036  1.674  0.100  0.1992
H  2.579  -1.087  0.348  0.3703

2:
Here is a molecular structure, C3H4N2 from OMol25. Energies are from wB97M-V/def2-TZVPD.

The highest occupied orbital energy is -9.40 eV.

Last column: natural (NBO) charge in e.
Geometry (Å):
N  -0.345  -0.778  0.615  -0.2747
N  -0.388  -0.524  -0.839  -0.2712
C  0.955  -0.245  0.652  -0.1177
C  -1.243  0.239  0.007  -0.0990
C  0.916  0.017  -0.641  -0.1035
H  1.537  -0.404  1.522  0.2201
H  -2.263  -0.114  -0.222  0.2305
H  1.588  0.493  -1.286  0.2049
H  -0.757  1.314  0.193  0.2107

Stability, highest: 2

1:
Here is C5H10O in the gas phase from OMol25. Energies are from wB97M-V/def2-TZVPD.

The highest occupied orbital energy is -9.17 eV.

Last column: natural (NBO) charge in e.
Geometry (Å):
O  1.740  0.970  0.855  -0.8261
C  -1.305  0.199  0.216  -0.4030
C  0.755  -1.037  0.087  -0.5534
C  -0.766  -1.243  0.203  -0.4039
C  -0.364  0.950  -0.744  -0.4469
C  0.992  0.312  -0.505  0.1300
H  1.785  0.469  -1.232  0.2162
H  1.250  -0.439  1.014  0.3375
H  -2.357  0.279  -0.075  0.2149
H  1.164  1.531  1.408  0.4664
H  -0.681  0.775  -1.783  0.2202
H  -0.318  2.030  -0.592  0.2218
H  1.366  -1.882  -0.249  0.2233
H  -1.207  -1.803  -0.638  0.1950
H  -1.210  0.616  1.226  0.1944
H  -1.032  -1.788  1.116  0.2137

2:
Here is C5H10O in the gas phase from OMol25. Energies are from wB97M-V/def2-TZVPD.

The highest occupied orbital energy is -9.76 eV.

Last column: natural (NBO) charge in e.
Geometry (Å):
O  -1.719  0.433  2.252  -0.5213
C  -1.543  -0.407  -0.425  -0.6102
C  -0.648  0.012  1.885  0.4561
C  -0.304  -0.372  0.463  -0.3308
C  1.569  0.109  -1.235  -0.6043
C  0.780  0.608  -0.027  -0.3845
H  -2.334  -1.007  0.034  0.2245
H  2.294  0.862  -1.561  0.2144
H  0.296  1.566  -0.260  0.2054
H  2.123  -0.803  -0.986  0.2032
H  0.914  -0.115  -2.084  0.2059
H  0.194  -0.097  2.606  0.1008
H  -1.317  -0.829  -1.409  0.2094
H  -1.943  0.603  -0.565  0.2159
H  0.151  -1.374  0.519  0.2135
H  1.485  0.812  0.792  0.2020

3:
Here is 2 unconnected molecules or ions with the total composition C5H10O from OMol25. Energies are from wB97M-V/def2-TZVPD.

The highest occupied orbital energy is -7.86 eV.

Last column: natural (NBO) charge in e.
Geometry (Å):
O  -0.995  0.950  1.437  -0.6796
C  -0.777  0.287  0.285  0.4809
C  2.209  -0.406  -0.374  -0.4488
C  1.346  0.494  0.107  -0.4135
C  -0.901  -1.206  0.339  -0.6720
C  -1.216  0.974  -0.906  -0.7887
H  0.047  1.041  -0.968  0.3485
H  1.869  -1.322  -0.862  0.1765
H  1.778  1.383  0.583  0.1799
H  -0.520  -1.656  -0.576  0.2303
H  -0.362  -1.623  1.190  0.2195
H  -1.964  -1.456  0.444  0.2220
H  -1.644  1.960  -0.761  0.2420
H  -0.548  0.484  2.161  0.4829
H  -1.616  0.361  -1.707  0.2289
H  3.292  -0.264  -0.392  0.1910

Stability, highest: 2